1.
21
Properties=species:S:1:pos:R:3 method="wB97M-V/def2-TZVPD" de_lowest_kj_mol=0.00 smiles="CCC(=O)O.COC(N)=O" homo_lumo_gap_ha=0.3958
O 1.2263 -1.1566 0.0947
O 1.9594 0.9866 -0.0596
O -0.7589 -0.4098 -1.7301
O -1.3245 1.6973 -1.4111
N 1.3563 0.1870 1.9120
C 1.5015 -0.0879 0.5916
C -1.9239 -1.2721 0.6866
C -1.8193 0.2168 0.3828
C 2.0964 0.8882 -1.4820
C -1.2761 0.5747 -0.9882
H -0.4856 -1.1789 -1.2015
H 2.2004 -0.1576 -1.7783
H -0.9438 -1.7417 0.7271
H 1.1693 -0.5729 2.5430
H 2.9932 1.4494 -1.7422
H -2.8059 0.6824 0.4388
H -2.5296 -1.7754 -0.0646
H -1.1920 0.7204 1.1233
H -2.3986 -1.4142 1.6523
H 1.7339 1.0413 2.2756
H 1.2216 1.3229 -1.9704



2.
19
Properties=species:S:1:pos:R:3 method="wB97M-V/def2-TZVPD" de_lowest_kj_mol=1068.73 homo_lumo_gap_ha=0.1570
S -3.7765 0.1987 -0.4186
O 1.8787 0.7193 1.2541
N 1.5736 -0.1276 -1.1163
C 2.2853 0.5130 0.0595
C -0.4166 1.3284 -0.6351
C -0.5802 -0.5807 0.9109
C 0.5049 -1.4305 0.5692
C 0.0788 -0.2459 -0.5778
H 0.3790 -2.4110 -0.0332
H -0.6014 -0.7398 -1.2494
H 3.0357 1.2969 -0.2992
H -4.7446 -0.7240 -0.0858
H -1.7191 -0.7657 0.7610
H -0.0469 1.7662 -1.5410
H -1.5558 1.3821 -0.6248
H 2.4597 -0.6230 -0.3945
H 1.2548 -1.3869 1.3437
H 0.1676 1.7867 0.2053
H -0.1771 0.0436 1.8719



3.
19
Properties=species:S:1:pos:R:3 method="wB97M-V/def2-TZVPD" de_lowest_kj_mol=567.52 smiles="COCCNCC=S" homo_lumo_gap_ha=0.3055
S 4.2444 1.2736 0.2412
O -1.9573 0.2511 0.1481
N 0.5717 0.7388 -1.3280
C -1.0559 -0.7737 0.0033
C 1.4760 1.2410 -0.2613
C -0.0148 -0.5819 -1.0532
C -2.6033 -0.2837 1.3937
C 2.8310 0.5192 0.0999
H -3.5468 0.3155 1.4709
H 2.6694 -0.5616 -0.0106
H -0.4667 -0.8479 1.0216
H -1.8570 0.1138 2.2063
H -0.4264 -0.7936 -2.2371
H -1.4686 -1.8479 0.1169
H 0.6735 1.3531 0.5657
H 1.8111 2.2508 -0.3848
H 1.3604 0.5049 -2.1851
H -2.9608 -1.4902 1.1169
H 0.7202 -1.3814 -0.9242



4.
20
Properties=species:S:1:pos:R:3 method="wB97M-V/def2-TZVPD" de_lowest_kj_mol=430.75 homo_lumo_gap_ha="0.2755 / 0.2756"
S 1.9919 -0.4694 1.3118
S 0.8006 -1.9645 -0.2631
O 2.2275 0.6732 -1.1740
N -1.7246 1.4460 -0.5700
C 0.1234 -3.4912 -0.0109
C 0.3668 1.3594 0.3056
C -0.7442 -0.9070 0.0505
C -0.5774 0.4817 -0.4670
C 1.8354 0.9208 0.1629
H -2.4652 1.2287 0.0037
H -1.4558 -1.5207 -0.4675
H 2.6748 1.5251 0.4839
H 3.1474 0.6731 -1.2965
H 0.1628 1.2625 1.4121
H 0.2677 2.3854 -0.0691
H -0.7369 -3.3798 0.6307
H -0.7978 -0.9881 1.0782
H 0.8139 -4.3470 0.2160
H -0.1195 0.4961 -1.5226
H -2.1613 1.4885 -1.5559



5.
18
Properties=species:S:1:pos:R:3 method="wB97M-V/def2-TZVPD" de_lowest_kj_mol=153.02 smiles=C[C@H]1CN[C@H]1CS homo_lumo_gap_ha=0.3371
S 2.5864 0.1038 -0.6511
N 0.1939 -1.4961 -0.3535
C -1.0964 -0.9684 -0.7615
C -1.0263 0.2131 0.2099
C -0.8829 1.6038 -0.3799
C 0.3238 -0.4625 0.7508
C 1.7016 0.0948 0.9329
H -1.9817 -1.5605 -0.6032
H -1.8556 0.1107 1.0233
H -0.0340 -1.0651 1.7026
H 0.2987 -2.4926 -0.1488
H -0.0594 1.7038 -0.9964
H 2.2673 -0.6459 1.5537
H 1.4904 0.2344 -1.3534
H 1.6285 1.0932 1.4205
H -1.8162 1.8017 -0.9182
H -0.7404 2.3831 0.3658
H -0.9977 -0.6515 -1.7935



6.
19
Properties=species:S:1:pos:R:3 method="wB97M-V/def2-TZVPD" de_lowest_kj_mol=0.00 smiles="CC[Si](C)(C)N=C=S" homo_lumo_gap_ha=0.3266
S 2.3770 -2.3548 4.7191
Si 0.4172 0.0224 0.8972
N 1.2923 -0.9460 2.5156
C -1.1378 0.7154 1.7316
C 1.6711 1.3023 0.2848
C 0.1233 -1.5069 -0.1978
C -0.7115 -1.2333 -1.4492
C 1.7528 -1.5529 3.4469
H 1.9833 1.9588 1.0917
H -0.3788 -2.2706 0.3997
H -0.2125 -0.5196 -2.1047
H 1.0829 -1.9372 -0.4946
H 1.2407 1.9211 -0.4998
H -0.8796 1.4596 2.4814
H 2.5612 0.8265 -0.1177
H -0.8659 -2.1551 -2.0067
H -1.6892 -0.8309 -1.1861
H -1.6808 -0.0784 2.2364
H -1.8134 1.1825 1.0182



7.
20
Properties=species:S:1:pos:R:3 method="wB97M-V/def2-TZVPD" multiplicity=5 de_lowest_kj_mol=0.00 s_squared=6.006 total_charge=+1 homo_lumo_gap_ha="0.2301 / 0.2316"
Nd -0.0529 -1.4658 2.8562
O 3.7140 0.7378 -2.1139
O -1.1308 -2.1524 0.6814
O 1.0522 -0.5498 -0.0030
C -0.2041 -2.6368 -0.2840
C -2.2689 -1.4891 0.1514
C 3.9071 0.1050 -1.0867
C 0.6007 -1.5056 -0.9159
C 1.7744 -1.0611 1.1473
H -0.7272 -3.2005 -1.0708
H 1.4433 -1.9796 -1.4557
H 4.0894 -0.9905 -1.1223
H 0.4436 -3.3446 0.2482
H -2.7912 -2.1614 -0.5440
H -1.9776 -0.5585 -0.3566
H 4.3619 0.5908 -0.1975
H -0.0152 -0.9510 -1.6376
H 2.3290 -0.1976 1.5490
H 2.3866 -1.9548 0.9110
H -2.9384 -1.2520 0.9856



8.
17
Properties=species:S:1:pos:R:3 method="wB97M-V/def2-TZVPD" de_lowest_kj_mol=0.17 smiles=CC(C)CC[O-] total_charge=-1 homo_lumo_gap_ha=0.2322
O 1.2040 0.1351 2.3607
C -0.3701 -0.7096 0.6505
C 0.5518 -0.6751 -1.7041
C -0.0340 -0.2462 2.1378
C -0.3521 1.4237 -0.6578
C 0.3638 0.1079 -0.4071
H -0.5898 1.9474 0.2719
H 1.3699 0.2800 -0.0120
H 0.9140 -0.0702 -2.5364
H 0.2657 2.0847 -1.2752
H -0.1631 -1.7778 0.4771
H -0.3903 -1.0975 -2.0795
H -1.3149 1.2824 -1.1611
H 1.2755 -1.4759 -1.5691
H -0.4423 -1.1192 2.7235
H -0.8328 0.5454 2.2949
H -1.4554 -0.6350 0.4858



9.
17
Properties=species:S:1:pos:R:3 method="wB97M-V/def2-TZVPD" de_lowest_kj_mol=29.51 smiles=CCCCC[O-] total_charge=-1 homo_lumo_gap_ha=0.2068
O 2.9856 2.1435 -0.3356
C -2.0483 -1.4559 0.0085
C -0.8316 -0.8574 0.7327
C 2.0126 1.2874 -0.7218
C 1.1055 0.8409 0.4420
C -0.2523 0.3157 -0.0623
H 0.9513 1.7438 1.0348
H 2.4456 0.3775 -1.2163
H 1.3157 1.7255 -1.4933
H -0.9398 1.1556 -0.1823
H -2.7672 -0.7238 -0.3724
H -1.7121 -2.0112 -0.8777
H 1.6040 0.0702 1.0312
H -0.0863 -0.1465 -1.0266
H -0.1142 -1.6788 0.6892
H -2.5266 -2.2349 0.6183
H -1.1419 -0.5517 1.7316



10.
17
Properties=species:S:1:pos:R:3 method="wB97M-V/def2-TZVPD" de_lowest_kj_mol=19.86 smiles=CCCCC[O-] total_charge=-1 homo_lumo_gap_ha=0.2140
O 2.7067 -0.2454 -2.1986
C -1.2104 -0.4537 0.8974
C 2.2063 0.0909 -1.0153
C 0.7594 -0.4236 -0.7681
C -2.0616 0.7215 0.3578
C 0.2885 -0.2385 0.6739
H -1.5794 1.6592 0.6188
H -1.4589 -0.5009 1.9630
H 2.8232 -0.2657 -0.1385
H 2.1299 1.2026 -0.8199
H 0.6147 0.7184 1.1003
H -3.0574 0.6456 0.7950
H 0.0758 0.2208 -1.3452
H 0.8129 -0.9370 1.3539
H -1.5035 -1.3720 0.3889
H -2.2481 0.6298 -0.7150
H 0.7019 -1.4520 -1.1485



11.
18
Properties=species:S:1:pos:R:3 method="wB97M-V/def2-TZVPD" de_lowest_kj_mol=111.95 total_charge=-1 homo_lumo_gap_ha=0.2817
O 2.3985 3.0156 0.0563
O 0.4934 2.0804 -0.7407
C -1.9414 -1.1361 0.3574
C 1.6561 2.0841 -0.3959
C -0.5666 -1.9250 0.3272
C -1.6220 0.4332 0.6672
C 2.3443 0.8033 -0.8253
H -2.5802 1.0070 0.4888
H 1.5596 0.0704 -1.1024
H 2.8666 1.0727 -1.7516
H -2.4680 -1.3877 -0.5656
H -2.5825 -1.5707 1.0741
H -0.7901 -2.9746 0.1583
H 0.0432 -1.8184 1.2548
H -0.7702 0.7479 0.0149
H 2.9500 0.3351 -0.0656
H 0.0344 -1.5912 -0.5670
H -1.0250 0.7540 1.6149



12.
18
Properties=species:S:1:pos:R:3 method="wB97M-V/def2-TZVPD" de_lowest_kj_mol=177.59 total_charge=-1 homo_lumo_gap_ha=0.2749
O -1.9919 3.1622 0.3000
O -0.9311 1.2768 0.6214
C -1.9647 1.9644 0.3152
C 2.2629 -0.3661 -0.8396
C 1.5528 -1.8679 0.8832
C 1.0872 -0.6197 0.0934
C -3.0895 1.2672 -0.2914
H 1.8366 -2.7492 0.2130
H 1.9418 0.4127 -1.5648
H 0.1290 -0.6923 -0.3737
H 2.0614 -1.7833 1.8316
H 0.5831 -2.2926 1.0902
H -3.8412 1.9153 -0.8193
H 2.6194 -1.2574 -1.3378
H -3.7110 0.7184 0.3386
H 0.9518 0.2906 0.9555
H -2.7240 0.5920 -1.0040
H 3.2273 0.0291 -0.4117